Record 1
{
  "formula": "C27H22BF4O17",
  "method": "the ωB97M-V functional and the def2-TZVPD basis",
  "elements": ["B", "F", "F", "F", "F", "C", "C", "C", "O", "C", "C", "C", "O", "O", "O", "H", "H", "H", "H", "C", "C", "C", "O", "C", "C", "C", "O", "O", "O", "H", "H", "H", "H", "C", "C", "C", "O", "C", "C", "C", "O", "O", "O", "H", "H", "H", "H", "C", "C", "C", "O", "C", "C", "C", "O", "O", "O", "H", "H", "H", "H", "C", "C", "O", "C", "H", "H", "H", "H", "H", "H"],
  "positions_angstrom": [[-0.517, 1.376, -1.702], [-0.006, 2.624, -1.390], [-1.858, 1.484, -2.001], [0.157, 0.801, -2.701], [-0.338, 0.539, -0.581], [4.036, 7.556, 1.659], [4.341, 6.323, 2.441], [3.664, 5.029, 2.252], [4.030, 4.077, 2.939], [2.572, 5.040, 1.440], [2.225, 6.211, 0.497], [3.010, 7.492, 0.625], [2.682, 8.476, 0.000], [1.307, 6.128, -0.421], [5.355, 6.351, 3.485], [4.483, 8.485, 1.933], [1.997, 4.190, 1.373], [0.833, 5.365, -0.522], [6.098, 5.657, 3.451], [4.335, -0.490, 2.311], [2.865, -0.772, 1.744], [2.473, -2.091, 1.438], [1.330, -2.333, 1.131], [3.296, -3.220, 1.917], [4.678, -2.958, 2.418], [5.173, -1.504, 2.580], [6.451, -1.465, 2.749], [5.395, -3.831, 3.155], [2.190, 0.321, 1.304], [4.667, 0.396, 2.541], [2.702, -4.067, 1.990], [6.363, -3.662, 3.244], [1.353, 0.192, 1.076], [-7.132, -0.092, -3.500], [-7.060, -0.734, -2.096], [-5.903, -0.525, -1.183], [-5.799, -1.187, -0.167], [-4.875, 0.263, -1.636], [-4.905, 0.948, -3.066], [-6.029, 0.759, -3.851], [-6.027, 1.433, -4.946], [-3.796, 1.486, -3.675], [-8.021, -1.543, -1.679], [-8.046, -0.264, -4.049], [-3.941, -0.030, -1.197], [-3.132, 1.616, -2.967], [-7.675, -1.882, -0.846], [-3.311, -3.673, 3.287], [-2.961, -4.429, 1.876], [-2.246, -3.574, 0.873], [-1.982, -4.013, -0.186], [-2.110, -2.172, 1.035], [-2.412, -1.489, 2.527], [-3.073, -2.273, 3.510], [-3.425, -1.864, 4.560], [-1.949, -0.266, 2.893], [-3.093, -5.768, 1.612], [-3.917, -4.245, 3.770], [-1.576, -1.574, 0.292], [-1.416, 0.078, 2.146], [-3.198, -5.961, 0.713], [2.036, -3.853, -3.011], [2.626, -2.507, -3.325], [3.506, -2.034, -2.525], [2.132, -1.644, -4.432], [1.056, -3.721, -2.752], [2.715, -4.284, -2.182], [1.794, -4.536, -3.868], [1.704, -2.190, -5.397], [2.851, -0.822, -4.748], [1.269, -1.174, -4.156]],
  "lumo_ev": -0.25,
  "de_lowest_kcal_mol": 88.3,
  "charge": -1
}

Record 2
{
  "formula": "C27H22Br2IO4",
  "method": "the ωB97M-V functional and the def2-TZVPD basis",
  "elements": ["Br", "C", "C", "C", "C", "C", "C", "C", "C", "C", "C", "C", "Br", "C", "C", "C", "C", "H", "H", "H", "H", "H", "H", "H", "H", "H", "H", "H", "C", "C", "C", "O", "C", "O", "C", "I", "C", "C", "C", "C", "C", "C", "C", "O", "O", "H", "H", "H", "H", "H", "H", "H", "H", "H", "H", "H"],
  "positions_angstrom": [[0.323, -7.992, 2.519], [0.282, -6.119, 2.288], [1.378, -5.333, 2.680], [1.316, -3.944, 2.557], [0.188, -3.319, 1.989], [0.116, -1.873, 1.760], [-0.470, -1.387, 0.648], [-0.470, 0.057, 0.162], [-1.943, 0.603, 0.227], [-2.240, 1.817, 0.850], [-3.526, 2.357, 0.717], [-4.488, 1.691, -0.062], [-6.213, 2.441, -0.312], [-4.190, 0.461, -0.655], [-2.922, -0.101, -0.458], [-0.884, -4.129, 1.561], [-0.845, -5.515, 1.714], [2.258, -5.810, 3.092], [2.161, -3.322, 2.856], [0.564, -1.200, 2.500], [-0.932, -2.063, -0.076], [0.215, 0.672, 0.757], [-1.467, 2.312, 1.447], [-3.787, 3.284, 1.217], [-4.923, -0.072, -1.252], [-2.717, -1.097, -0.845], [-1.762, -3.655, 1.119], [-1.689, -6.118, 1.398], [-1.616, 2.381, -2.764], [-0.715, 1.395, -3.498], [-0.731, 1.622, -5.009], [0.658, 1.510, -3.029], [0.752, 1.247, -1.672], [1.430, 1.937, -0.933], [-0.057, 0.137, -1.194], [3.272, -1.023, 0.916], [3.693, 0.973, 1.393], [5.002, 1.433, 1.191], [5.284, 2.785, 1.411], [4.273, 3.652, 1.848], [2.973, 3.174, 2.054], [2.684, 1.815, 1.879], [-0.739, -0.658, -2.213], [-1.034, -1.845, -2.152], [-1.149, 0.027, -3.335], [-1.479, 2.334, -1.670], [-1.377, 3.402, -3.097], [-2.668, 2.177, -2.997], [-0.096, 0.870, -5.488], [-1.760, 1.515, -5.369], [-0.364, 2.622, -5.252], [5.771, 0.740, 0.859], [6.293, 3.158, 1.240], [4.500, 4.703, 2.036], [2.172, 3.853, 2.351], [1.696, 1.416, 2.098]],
  "lumo_ev": -7.96,
  "de_lowest_kcal_mol": 17.4,
  "charge": 1
}

Record 3
{
  "formula": "C27H22Br4F2NO2OsP2",
  "method": "the ωB97M-V functional and the def2-TZVPD basis",
  "elements": ["Os", "F", "C", "C", "C", "C", "C", "F", "C", "C", "C", "C", "C", "C", "N", "H", "H", "H", "H", "H", "H", "C", "P", "C", "C", "C", "C", "C", "C", "C", "P", "C", "C", "H", "H", "H", "H", "H", "H", "H", "H", "H", "H", "H", "H", "H", "H", "H", "H", "Br", "C", "C", "Br", "C", "Br", "C", "O", "C", "O", "C", "Br"],
  "positions_angstrom": [[-0.240, 0.344, -0.703], [3.264, 4.262, -2.140], [2.058, 3.956, -1.647], [1.715, 2.624, -1.519], [0.472, 2.257, -1.005], [-0.448, 3.292, -0.700], [-0.030, 4.617, -0.817], [-0.868, 5.616, -0.488], [1.215, 4.983, -1.274], [-1.830, 2.873, -0.436], [-2.914, 3.712, -0.175], [-4.186, 3.186, -0.078], [-4.376, 1.820, -0.243], [-3.271, 1.032, -0.467], [-2.029, 1.536, -0.546], [2.441, 1.896, -1.854], [1.496, 6.022, -1.360], [-2.758, 4.772, -0.066], [-5.026, 3.840, 0.115], [-5.356, 1.368, -0.196], [-3.359, -0.039, -0.570], [0.518, 1.641, 2.551], [-0.146, 0.253, 1.589], [-1.737, 0.010, 2.425], [0.824, -1.253, 1.910], [0.611, -2.083, 3.001], [1.312, -3.279, 3.109], [2.227, -3.642, 2.134], [2.464, -2.803, 1.049], [1.761, -1.615, 0.934], [1.999, -0.383, -0.376], [3.264, 0.712, 0.368], [2.953, -1.129, -1.718], [0.629, 1.356, 3.597], [-0.215, 2.448, 2.479], [1.473, 2.003, 2.180], [-1.607, 0.092, 3.504], [-2.165, -0.956, 2.170], [-2.416, 0.800, 2.101], [-0.118, -1.819, 3.758], [1.132, -3.934, 3.952], [2.759, -4.581, 2.215], [3.184, -3.091, 0.293], [3.795, 0.152, 1.137], [2.850, 1.622, 0.792], [3.973, 1.003, -0.407], [3.934, -1.423, -1.343], [3.086, -0.369, -2.489], [2.444, -1.981, -2.162], [-0.618, -6.002, -3.768], [-0.955, -4.506, -2.692], [-1.929, -4.599, -1.643], [-2.874, -6.193, -1.381], [-2.177, -3.523, -0.826], [-3.421, -3.538, 0.578], [-1.451, -2.329, -1.014], [-1.566, -1.286, -0.281], [-0.526, -2.206, -2.104], [0.029, -1.060, -2.248], [-0.266, -3.336, -2.914], [0.994, -3.141, -4.289]],
  "lumo_ev": [-4.89, -4.89],
  "de_lowest_kcal_mol": 0.0,
  "charge": 1
}

Record 4
{
  "formula": "C27H22Cl3GeN3P2Se2Ti",
  "method": "the ωB97M-V functional and the def2-TZVPD basis",
  "elements": ["Ti", "Se", "P", "C", "C", "C", "C", "C", "C", "C", "C", "C", "C", "C", "C", "C", "C", "N", "N", "N", "P", "Se", "C", "C", "C", "C", "C", "C", "C", "C", "C", "C", "C", "C", "H", "H", "H", "H", "H", "H", "H", "H", "H", "H", "H", "H", "H", "H", "H", "H", "H", "H", "H", "H", "Cl", "Ge", "Cl", "Cl", "C", "H", "H"],
  "positions_angstrom": [[0.206, -2.323, -3.957], [-2.914, -1.242, 2.188], [-0.866, -0.885, 1.863], [-0.355, 0.786, 2.332], [0.201, 1.731, 1.495], [0.553, 2.988, 1.969], [0.343, 3.303, 3.299], [-0.213, 2.355, 4.153], [-0.560, 1.107, 3.677], [0.279, -1.892, 2.843], [1.651, -1.707, 2.690], [2.538, -2.450, 3.444], [2.056, -3.380, 4.359], [0.693, -3.562, 4.514], [-0.199, -2.819, 3.753], [-0.413, -1.378, 0.163], [-0.340, -0.919, -1.141], [-0.154, -2.014, -1.918], [-0.067, -3.078, -1.123], [-0.217, -2.725, 0.107], [-0.581, 0.607, -2.044], [-0.811, 0.111, -4.139], [0.913, 1.602, -1.861], [2.098, 0.905, -1.624], [3.302, 1.580, -1.536], [3.342, 2.957, -1.696], [2.172, 3.653, -1.966], [0.963, 2.981, -2.054], [-2.085, 1.305, -1.334], [-2.267, 2.602, -0.864], [-3.484, 2.982, -0.324], [-4.529, 2.073, -0.246], [-4.351, 0.778, -0.707], [-3.140, 0.395, -1.249], [0.392, 1.496, 0.462], [0.997, 3.712, 1.298], [0.612, 4.279, 3.679], [-0.378, 2.595, 5.195], [-1.001, 0.379, 4.347], [2.029, -0.979, 1.980], [3.602, -2.310, 3.321], [2.747, -3.964, 4.951], [0.318, -4.289, 5.221], [-1.269, -2.960, 3.852], [2.082, -0.174, -1.483], [4.212, 1.029, -1.342], [4.284, 3.483, -1.625], [2.197, 4.723, -2.120], [0.079, 3.552, -2.322], [-1.464, 3.331, -0.865], [-3.609, 3.988, 0.051], [-5.474, 2.368, 0.187], [-5.152, 0.055, -0.630], [-3.015, -0.626, -1.594], [2.092, -3.773, -3.541], [1.458, -4.574, -5.785], [3.575, -4.476, -6.559], [1.098, -2.079, -6.173], [-1.108, -3.492, -4.433], [-1.506, -4.210, -3.711], [-1.564, -3.507, -5.425]],
  "lumo_ev": -0.59,
  "de_lowest_kcal_mol": 16.9
}

Results for max |F|: 11.833 4.459 2.475 0.632 (in eV/Å, following the order of the records).
Results for total energy: -2745.25351 -6788.38155 -12516.33600 -10999.02674 (in Eh, following the order of the records).